# 1
Molecular formula: C41H45NO5PRu
Method: DFT, wB97M-V/def2-TZVPD

Computed properties:
* E_tot: -66841.2608 eV
* net charge: -1
* energy relative to the best compared isomer or geometry (same formula, charge and spin): 0.0 kJ/mol
* lowest unoccupied orbital energy (alpha / beta): 1.87 / 1.87 eV
* 2S+1: 5
* HOMO energy (alpha / beta): -0.0171 / -0.1424 Eh
* Kohn-Sham gap (alpha / beta): 0.0858 / 0.2111 hartree

Cartesian coordinates (Å):
Ru 0.56543 -0.63897 1.22773
P 2.23884 -3.04123 2.79221
O -0.17787 1.74336 -2.48850
O -5.20586 2.80031 -3.82295
O -5.20399 4.43592 -5.36723
O -3.11682 6.39115 -5.08739
O -4.16766 6.20594 -3.11646
N 1.66756 -2.00528 1.66906
C 2.47469 0.79317 1.82036
C 3.23183 -2.33913 4.11828
C 2.75198 -4.90392 0.84487
C 3.53316 -5.87136 0.21135
C -0.88331 -5.52002 5.07318
C 3.29446 -4.19691 1.93404
C 1.60344 0.50316 2.92363
C -0.33555 2.07355 -3.94300
C -0.90663 -2.62490 -0.19066
C -0.89845 3.53599 -4.05207
C 4.13738 -1.30551 3.82401
C 4.85459 -6.09245 0.62553
C 3.19047 -2.87028 5.42366
C -1.21877 0.96729 -4.53310
C 0.29463 0.99380 2.60812
C -1.30742 3.87698 -2.60637
C 0.03134 -6.16455 4.23519
C 0.05204 -3.36561 4.47174
C -2.82814 3.74443 -2.61971
C 4.82819 -0.66991 4.85961
C 0.36419 1.55199 1.27687
C 1.01698 2.09268 -4.63801
C 5.39571 -5.36724 1.68990
C -1.10635 -1.25779 -0.52450
C -6.55668 4.04348 -5.59951
C -4.62350 3.69760 -4.40336
C -3.23402 4.19223 -4.03396
C 1.71772 1.44814 0.81608
C 0.95166 -5.41298 3.50601
C -4.58523 7.55643 -3.37748
C -0.86276 -4.12492 5.19973
C -2.09775 3.75375 -4.98643
C -1.35494 -1.49970 1.78304
C 4.00267 -2.33273 6.42222
C -1.04437 -2.77939 1.20693
C -0.52772 2.91550 -1.73579
C 0.96502 -4.01057 3.61242
C -1.44932 -0.54621 0.68066
C 4.62066 -4.40981 2.34477
C -3.46580 5.69894 -4.14645
C 4.78539 -1.20991 6.15601
H -6.62449 2.96120 -5.77592
H 0.40943 3.39206 -1.41669
H -6.87421 4.62254 -6.46880
H -1.35709 1.08123 -5.61652
H -0.94645 -3.69313 1.79247
H 1.55421 1.15075 -4.48222
H -0.72769 -0.00063 -4.37861
H -2.20355 0.92357 -4.05255
H 0.87113 2.25037 -5.72194
H 6.41950 -5.54379 2.01829
H 0.04356 -7.25277 4.15247
H -1.89797 4.56940 -5.69009
H -1.55648 -3.62046 5.87454
H 4.27059 -1.00450 2.78597
H -1.05304 4.91792 -2.38236
H -1.92098 0.42682 0.74206
H -7.15693 4.29013 -4.71308
H 5.46270 -6.83959 0.11348
H -1.09959 -0.80052 -1.51340
H 1.62494 2.91723 -4.24406
H -3.33199 4.35618 -1.86461
H 5.03774 -3.81460 3.16218
H 5.36201 -0.74122 6.95393
H -0.72374 -3.41982 -0.90679
H -1.67529 -1.29864 2.80142
H -3.10798 2.69074 -2.48538
H -0.56194 1.01653 3.27631
H 1.66694 -5.91825 2.85965
H 5.39089 0.24122 4.65448
H -0.42952 2.08899 0.77967
H -0.07333 4.19716 -4.35885
H -2.38167 2.84666 -5.53537
H 3.99716 -2.78913 7.41336
H 2.08237 1.83543 -0.13329
H 3.51968 0.52216 1.76188
H -3.71763 8.22051 -3.41398
H 1.88610 0.03025 3.86098
H 0.07564 -2.27719 4.57844
H 1.73036 -4.69128 0.51771
H 2.51804 -3.70009 5.65385
H -1.06054 2.57744 -0.84148
H 3.10633 -6.45867 -0.60598
H -1.60352 -6.10559 5.64324
H -5.10903 7.59155 -4.33420
H -5.24583 7.79738 -2.54450

Forces on the atoms, in the same order (eV/Å):
1.2 1.5 0.1
0.2 3.2 -0.3
-0.8 1.3 -1.8
0.6 0.7 -0.8
0.1 -0.6 0.1
-0.2 -0.8 1.0
0.1 -0.1 -0.5
2.1 -4.0 1.5
-1.2 0.1 -0.2
-1.9 -1.5 -1.2
0.6 -0.3 0.2
0.0 0.1 0.0
0.2 0.1 -0.1
0.3 -0.5 -0.7
-0.3 1.3 0.6
0.0 -0.2 0.4
-0.5 0.3 0.2
0.6 -0.5 0.3
1.3 1.5 0.2
-0.2 0.0 0.1
0.6 0.0 1.6
0.1 -0.1 0.1
1.0 0.9 0.4
-0.4 0.3 -0.5
-0.2 0.2 0.1
0.1 -0.4 -0.2
-0.1 -0.2 0.0
-0.4 -0.7 -0.8
0.5 0.4 0.5
0.3 -0.3 0.1
-0.2 0.1 -0.2
-0.6 -0.3 0.0
-0.4 0.0 -0.1
-0.6 -1.1 1.0
-0.6 0.5 -0.1
0.0 0.5 0.0
-0.3 0.4 0.2
-0.1 0.0 0.4
0.1 -0.1 -0.2
-0.2 0.1 0.3
-0.7 -0.4 -0.8
-1.3 -1.4 -0.5
-0.9 0.2 -0.1
0.7 -0.4 0.3
-0.2 -0.7 0.6
-0.8 -1.2 -0.3
-0.3 -0.1 -0.2
1.0 1.1 -0.8
0.8 1.4 0.3
0.0 0.4 0.0
-0.1 0.0 0.2
0.0 -0.2 0.2
0.1 0.0 0.2
0.1 0.3 -0.3
-0.1 0.1 -0.1
-0.1 0.2 0.1
0.2 0.1 -0.1
0.1 0.0 0.4
-0.2 0.0 -0.1
-0.1 0.3 0.0
-0.1 -0.4 0.0
0.1 -0.2 -0.2
-0.1 0.1 0.3
0.1 -0.1 0.1
0.1 -0.1 -0.1
0.1 -0.1 -0.3
-0.2 0.2 0.1
0.1 -0.2 0.3
0.0 -0.2 -0.1
0.1 -0.3 0.0
-0.3 -0.3 -0.2
-0.1 -0.1 -0.2
0.2 0.2 0.2
0.1 -0.2 -0.2
-0.1 0.3 0.0
0.2 -0.1 -0.2
-0.2 0.1 0.2
0.1 -0.3 0.0
0.2 -0.2 0.2
-0.2 -0.3 0.1
0.1 0.4 0.1
0.0 0.1 -0.2
-0.1 -0.3 0.3
-0.2 0.0 -0.1
-0.2 -0.1 0.0
0.0 0.0 -0.4
0.1 -0.4 -0.1
0.3 0.0 0.1
0.3 0.2 0.0
-0.1 0.2 -0.3
0.2 0.2 0.2
0.1 0.1 -0.1
0.0 0.1 0.1
0.1 0.1 -0.2

---

# 2
Molecular formula: C2H9N3O
Method: DFT, wB97M-V/def2-TZVPD

Computed properties:
* E_tot: -8733.2634 eV
* net charge: 0
* energy relative to the best compared isomer or geometry (same formula, charge and spin): 499.4 kJ/mol
* lowest unoccupied orbital energy: 0.87 eV
* 2S+1: 1
* HOMO energy: -0.2987 Eh
* Kohn-Sham gap: 0.3307 hartree

Cartesian coordinates (Å):
O -0.62597 -0.62504 -1.26850
N 2.17113 -0.17409 -0.97953
N 1.55827 -0.63691 0.20164
N -1.93595 0.88355 0.47412
C -0.33142 -0.68666 0.04975
C -0.19245 0.43271 0.91411
H -0.28918 0.20787 1.96668
H -1.84245 1.72879 -0.08516
H 1.74778 -1.63358 0.28058
H 2.28691 0.83144 -0.92011
H -2.37950 1.14675 1.35030
H 1.60719 -0.36374 -1.81143
H -0.59501 -1.62836 0.52362
H -1.55934 -0.81613 -1.42948
H 0.37999 1.33342 0.73343

Forces on the atoms, in the same order (eV/Å):
0.2 0.4 -0.6
-0.2 0.0 -0.2
-2.0 -1.5 -0.6
1.9 0.0 1.4
5.4 -1.5 0.1
-6.0 2.6 -0.1
0.4 -0.2 0.0
-0.1 0.0 0.1
0.4 0.1 -0.2
-0.1 -0.1 0.1
-0.1 0.2 -0.1
0.1 -0.1 0.2
-0.2 0.1 0.1
0.1 0.2 0.3
0.1 -0.3 -0.5

---

Look up the E_tot of the second one.
-8733.2634 eV

---

The highest 2S+1 belongs to which entry?
C41H45NO5PRu